Record 1
DFT (wB97M-V/def2-TZVPD) results for C18H16Cl3N2O9RuS as an isolated structure.

```
50
Properties=species:S:1:pos:R:3
Ru -0.07135 0.41781 -0.45633
Cl 6.33959 3.57996 0.84440
C 4.99230 2.58205 0.39562
C 5.20524 1.20129 0.19796
C 4.17746 0.38254 -0.15955
Cl 4.45891 -1.30083 -0.40029
C 2.83955 0.87324 -0.32081
O 1.92116 0.06170 -0.66342
C 2.66372 2.27687 -0.13152
C 1.43638 2.91904 -0.39248
O 0.33652 2.41532 -0.71538
C 3.75609 3.11144 0.22604
H 6.19532 0.78715 0.33140
H 1.45184 4.01356 -0.35130
H 3.59142 4.17257 0.36229
O 0.13719 -0.28846 3.56617
Cl -0.49397 0.27893 2.43552
O -1.55131 1.16524 2.80120
O 0.51182 1.03002 1.60258
O -0.96630 -0.74931 1.52364
C 4.98152 -0.36950 -5.04823
C 3.65260 -0.63778 -4.39830
C 3.35465 -1.90094 -3.89163
C 2.13470 -2.16014 -3.29506
C 1.19766 -1.14188 -3.20192
C 1.46049 0.11802 -3.71209
C 2.68871 0.36137 -4.30743
S -0.29982 -1.47431 -2.33398
O -0.94411 -2.58996 -2.93677
O -1.02193 -0.15537 -2.29299
O 0.04225 -1.67395 -0.88697
H 5.77295 -0.95261 -4.57782
H 5.24685 0.68535 -4.98402
H 4.95482 -0.64132 -6.10563
H 4.09756 -2.68719 -3.95037
H 1.91679 -3.13774 -2.88488
H 0.71648 0.89933 -3.63426
H 2.90369 1.34758 -4.70201
C -4.42692 3.42496 1.06043
N -3.69599 2.31395 0.47854
C -4.19738 1.06216 0.20160
C -3.14818 0.31610 -0.22471
N -2.02107 1.10106 -0.21036
C -2.38232 2.28938 0.22518
H -5.47105 3.35600 0.76636
H -4.02068 4.36242 0.68852
H -4.35358 3.40042 2.14664
H -5.23729 0.82354 0.33353
H -3.11367 -0.71123 -0.53914
H -1.72352 3.12512 0.37794
```

Values from the calculation:
- Energy relative to the best compared isomer or geometry (same formula, charge and spin): 92.9 kJ/mol
- Max |F|: 1.27 eV Å⁻¹
- Expectation value of S²: 0.755
- Spin multiplicity: 2
- Kohn-Sham gap (spin up / spin down): 7.5 / 7.3 eV
- LUMO level (spin up / spin down): -0.95 / -1.17 eV

=====

Record 2
DFT (wB97M-V/def2-TZVPD) results for C32H24N6O2SSbSe4Tc as an isolated structure.

```
71
Properties=species:S:1:pos:R:3
Tc -0.19427 0.45795 -1.08446
C 3.44214 2.36779 2.43735
C 2.22542 3.10126 2.77357
C 1.00970 2.69354 2.41593
C 0.76246 1.48117 1.56888
C 2.08690 0.88615 1.00927
C 3.37138 1.33786 1.60666
N -0.30901 1.69906 0.62463
C -1.50014 2.13484 1.10705
C -1.82426 2.25974 2.48904
C -3.01001 2.78845 2.91556
C -3.99923 3.28399 2.03129
C -3.75615 3.18686 0.70712
C -2.55483 2.57967 0.21472
N -2.44853 2.61058 -1.11364
N -1.56145 1.87141 -1.65599
C -1.07177 2.19614 -2.93377
C -1.51609 3.05360 -3.91138
C -0.66577 3.21958 -4.99623
C 0.56060 2.56009 -5.04210
C 0.91003 1.71245 -4.00621
N 0.07869 1.52611 -2.97891
H 4.38656 2.67222 2.86808
H 2.31519 4.02372 3.33423
H 0.16139 3.30819 2.66801
H 2.03934 -0.19207 1.13153
H 4.24300 0.74549 1.35610
H -1.14846 1.88596 3.24040
H -3.19346 2.82372 3.98271
H -4.91451 3.71546 2.40923
H -4.46121 3.53176 -0.03735
H -2.45952 3.57069 -3.81581
H -0.94973 3.88474 -5.80106
H 1.24317 2.70596 -5.86694
H 1.85415 1.17806 -3.99345
O -1.82310 -0.87460 2.54038
S -0.50070 -0.91171 2.01149
O 0.31862 0.31971 2.47878
N -0.40213 -1.03031 0.42691
C -1.03882 -2.22428 -0.11143
C -1.65648 -3.22412 0.59375
C -2.18207 -4.36433 -0.05124
C -2.08222 -4.50981 -1.39928
C -1.46634 -3.49096 -2.16122
C -1.32933 -3.58469 -3.56164
C -0.71832 -2.58104 -4.25518
C -0.26893 -1.45871 -3.55520
N -0.40509 -1.30798 -2.24658
C -0.96929 -2.34128 -1.52251
C 0.40620 -2.21654 2.71902
C 1.44776 -2.80376 2.00698
C 2.18404 -3.79744 2.62897
C 1.87995 -4.17701 3.93186
C 0.83635 -3.57738 4.62470
C 0.08052 -2.58474 4.02091
H -1.77295 -3.17000 1.66615
H -2.66376 -5.12425 0.54827
H -2.47335 -5.38480 -1.90172
H -1.70804 -4.46242 -4.07197
H -0.58386 -2.62621 -5.32638
H 0.20984 -0.65316 -4.08821
H 1.66218 -2.50938 0.98798
H 2.99063 -4.28250 2.09549
H 2.46145 -4.95400 4.41068
H 0.60611 -3.88581 5.63556
H -0.74485 -2.11616 4.54009
Se 4.54166 3.96548 -3.23609
Sb 5.05087 2.70128 -1.36833
Se 2.12858 0.94452 -0.95417
Se 3.60531 -0.85131 -1.22595
Se 5.22782 0.28754 -2.48493
```

Values from the calculation:
- Charge: +2
- Max |F|: 0.61 eV Å⁻¹
- Spin multiplicity: 1
- Kohn-Sham gap: 5.9 eV
- LUMO level: -6.90 eV

=====

Record 3
DFT (wB97M-V/def2-TZVPD) results for a 2-piece molecular cluster, C8H18FO2PS2 overall.

```
32
Properties=species:S:1:pos:R:3
C -0.77958 -1.49607 2.76878
C -0.22420 -0.34540 1.88195
C -1.18689 0.06657 0.71348
F -2.49404 -0.40609 0.91124
P -0.43308 -0.36549 -0.95533
S -0.26739 1.56683 -1.91490
C -1.64958 -1.30897 -2.03320
C -1.73959 -2.85690 -1.78686
C -1.18752 -3.35762 -0.42436
S 0.62374 -3.67931 -0.40880
H -0.22473 -1.45794 3.72447
H -1.84475 -1.40336 3.01179
H -0.54099 -2.48375 2.34045
H -0.04684 0.53788 2.51066
H 0.73045 -0.65448 1.43566
H -1.24392 1.17034 0.76769
H -0.13752 1.20251 -3.23515
H -2.65435 -0.84818 -2.01785
H -1.29175 -1.17150 -3.06874
H -1.26266 -3.41516 -2.60394
H -2.81570 -3.11895 -1.79744
H -1.52706 -2.68688 0.37676
H -1.66174 -4.33423 -0.22254
H 1.18276 -2.50225 0.01924
O 3.30822 5.39638 -1.26531
C 3.16021 4.89830 -0.00981
C 2.50907 3.43629 0.00627
O 2.34879 2.96368 1.27510
H 2.51852 5.50120 0.68306
H 4.10227 4.79115 0.58715
H 3.15507 2.82294 -0.67224
H 1.57479 3.53851 -0.59729
```

Values from the calculation:
- Charge: -2
- Max |F|: 1.51 eV Å⁻¹
- Spin multiplicity: 1
- Kohn-Sham gap: 1.6 eV
- LUMO level: 3.97 eV

=====

Record 4
DFT (wB97M-V/def2-TZVPD) results for a 3-piece molecular cluster, C3H14N2O3 overall.

```
22
Properties=species:S:1:pos:R:3
C -1.27892 -1.21132 0.77060
N -0.89808 -1.70825 -0.56957
C -1.84555 -2.46025 -1.31131
O -2.67934 -1.70667 -2.18965
C -0.26480 -0.13738 1.27403
N 1.09683 -0.63681 1.23982
H -1.10132 -2.08300 1.52021
H -2.30058 -0.86797 0.82742
H -0.39936 -0.91278 -0.94537
H -1.24817 -3.22920 -1.83149
H -2.53033 -3.02702 -0.67732
H -2.72419 -2.10745 -3.06088
H -0.53717 0.81911 0.85891
H -0.48259 -0.05523 2.38056
H 1.28555 -1.60510 1.01606
H 1.60742 -0.15821 0.49942
H 2.37154 1.70410 -2.44504
H 3.16218 0.46863 -2.88296
O 2.45965 0.75799 -2.29421
H 1.76079 5.75018 3.82539
H 2.07437 6.01192 2.40275
O 2.51355 5.75624 3.22243
```

Values from the calculation:
- SMILES string: NCCNCO.O.O
- Energy relative to the best compared isomer or geometry (same formula, charge and spin): 175.5 kJ/mol
- Max |F|: 3.69 eV Å⁻¹
- Spin multiplicity: 1
- Kohn-Sham gap: 9.2 eV
- LUMO level: 0.65 eV

=====

no.,calculated total energy (Eh)
1,-3355.6059
2,-12037.2529
3,-1703.4770
4,-457.8723